Record 1
Density functional theory data (the ωB97M-V functional and the def2-TZVPD basis) for a structure of composition C8H18I2LuNOP2S.

Element x y z (Å)
I1 0.00 -1.39 -6.66
I2 0.00 1.31 -6.45
Lu1 0.00 0.53 0.18
P1 -2.59 -0.03 0.09
C1 -3.52 -0.06 -1.49
C2 -3.19 -1.41 1.12
H1 -4.27 -1.39 1.31
H2 -4.25 1.49 1.18
H3 -2.66 -1.37 2.09
H4 -2.66 1.54 1.96
H5 -3.25 -0.98 -2.04
H6 -2.94 -2.35 0.62
C3 -3.17 1.48 0.99
H7 -4.63 -0.05 -1.39
H8 -2.93 2.38 0.41
H9 -3.24 0.81 -2.10
P2 2.59 -0.05 0.10
C4 3.53 -0.08 -1.47
C5 3.17 1.46 1.00
H10 2.65 -1.39 2.09
H11 4.26 -1.42 1.32
H12 2.92 -2.37 0.62
C6 3.18 -1.43 1.13
H13 2.66 1.52 1.97
H14 4.25 1.47 1.19
H15 4.63 -0.07 -1.37
H16 3.25 0.79 -2.09
H17 2.94 2.36 0.42
H18 3.26 -0.99 -2.03
C7 0.00 -0.12 -2.17
O1 0.00 -0.13 -3.32
S1 -0.01 -0.08 2.56
C8 0.00 0.00 4.22
N1 0.00 0.02 5.40

Relative energy (zero: lowest compared OMol25 entry of this formula, charge and spin) = 9.04 kcal per mole
Calculated total energy = -3356.83931 Ha
Net charge = +2

***

Record 2
Density functional theory data (the ωB97M-V functional and the def2-TZVPD basis) for the ion C5H6N with charge +1.

Element x y z (Å)
C1 0.03 -0.41 -0.05
C2 0.53 0.72 -0.38
C3 -1.33 -1.64 1.50
C4 -0.41 -1.55 0.55
C5 0.85 1.93 -1.31
N1 1.61 1.53 -0.17
H1 -1.32 -2.53 2.03
H2 -1.99 -0.84 1.53
H3 0.06 -2.50 0.38
H4 0.96 1.68 -2.32
H5 0.04 2.73 -1.15
H6 2.56 1.23 -0.27

Relative energy (zero: lowest compared OMol25 entry of this formula, charge and spin) = 124.25 kcal per mole
Calculated total energy = -248.41769 Ha
Net charge = +1

***

Record 3
Density functional theory data (the ωB97M-V functional and the def2-TZVPD basis) for a structure of composition C22H26ClF6N2O9P3S2W.

Element x y z (Å)
W1 0.79 0.63 -0.90
Cl1 -6.24 -0.34 3.03
C1 -4.84 -0.74 2.11
C2 -4.50 -2.06 1.89
C3 -3.41 -2.37 1.09
C4 -2.66 -1.36 0.50
O1 -1.62 -1.64 -0.34
C5 -2.87 -0.03 0.88
C6 -1.96 1.13 0.86
N1 -0.68 1.22 0.84
C7 -0.14 2.47 1.37
C8 -0.84 3.49 1.92
C9 -0.19 4.63 2.45
C10 1.16 4.71 2.46
C11 1.92 3.65 1.91
C12 3.34 3.64 1.91
C13 4.01 2.58 1.38
C14 3.28 1.54 0.80
N2 1.96 1.51 0.78
C15 1.27 2.54 1.35
C16 -4.01 0.26 1.62
H1 -5.08 -2.85 2.35
H2 -3.13 -3.40 0.95
H3 -2.50 2.04 1.08
H4 -1.92 3.48 1.96
H5 -0.79 5.43 2.86
H6 1.67 5.57 2.88
H7 3.87 4.49 2.32
H8 5.09 2.54 1.36
H9 3.79 0.72 0.30
H10 -4.23 1.29 1.87
C17 2.73 -1.71 1.61
P1 1.05 -1.47 0.94
C18 0.20 -1.18 2.54
C19 0.51 -3.23 0.57
C20 -0.02 -3.71 -0.80
P2 -1.41 -2.78 -1.47
C21 -1.33 -2.19 -3.15
C22 -2.85 -3.85 -1.54
H11 2.72 -2.57 2.28
H12 3.01 -0.83 2.19
H13 3.45 -1.88 0.81
H14 0.54 -1.92 3.26
H15 -0.88 -1.23 2.45
H16 0.47 -0.19 2.90
H17 -0.22 -3.47 1.35
H18 1.41 -3.81 0.76
H19 -0.36 -4.74 -0.71
H20 0.80 -3.69 -1.52
H21 -2.10 -2.71 -3.72
H22 -0.34 -2.37 -3.56
H23 -1.49 -1.11 -3.16
H24 -2.60 -4.63 -2.26
H25 -3.69 -3.28 -1.94
H26 -3.15 -4.32 -0.61
F1 1.27 0.94 -2.97
P3 2.59 2.22 -3.45
F2 2.71 2.37 -1.79
F3 3.73 3.29 -3.71
F4 3.65 1.04 -3.33
F5 1.46 3.30 -3.43
F6 2.28 1.84 -4.93
O2 -2.26 2.68 -1.30
S1 -1.17 2.11 -2.04
O3 0.18 2.45 -1.27
O4 -1.03 0.57 -1.68
O5 -1.13 2.29 -3.44
O6 2.66 -2.62 -1.26
S2 2.24 -1.47 -2.03
O7 2.55 -1.47 -3.40
O8 0.69 -1.24 -1.81
O9 2.59 -0.19 -1.19

Relative energy (zero: lowest compared OMol25 entry of this formula, charge and spin) = 20.04 kcal per mole
Calculated total energy = -4587.62692 Ha
Net charge = +1
2S+1 = 2

***

Record 4
Density functional theory data (the ωB97M-V functional and the def2-TZVPD basis) for a structure of composition C3H10NP2.

Element x y z (Å)
C1 1.80 0.95 0.16
C2 -0.94 0.08 0.15
C3 -1.45 -1.30 -0.26
N1 0.91 -0.23 0.33
P1 0.94 2.11 -1.09
P2 -1.25 1.51 -0.80
H1 1.89 1.53 1.15
H2 2.70 0.68 -0.22
H3 -1.15 0.27 1.27
H4 -1.29 -1.81 0.75
H5 -1.01 -1.57 -1.28
H6 -2.52 -1.28 -0.41
H7 1.04 -0.93 -0.34
H8 1.07 -0.65 1.21
H9 0.82 3.29 -0.24
H10 -1.63 0.98 -2.08

Relative energy (zero: lowest compared OMol25 entry of this formula, charge and spin) = 29.30 kcal per mole
Calculated total energy = -857.43199 Ha
Net charge = +1